Record 1
C6H11ClF5TlV as an isolated structure. Source: OMol25; level of theory: ωB97M-V/def2-TZVPD.

Geometry (Å):
1 V -0.67965 1.79337 0.57562
2 Cl -0.05964 0.58091 -1.17397
3 C 0.80696 3.18120 0.82814
4 C -1.82648 3.17937 -0.42585
5 H 0.42854 4.22096 0.80839
6 H 1.63751 3.10549 1.55711
7 H 1.33019 3.02153 -0.14493
8 H -1.85030 4.22614 -0.08391
9 H -2.84801 2.89763 -0.71587
10 H -1.29609 3.17645 -1.39805
11 Tl 0.36020 -1.25215 0.88635
12 C 2.43731 -1.38004 0.82188
13 C -1.14664 0.22598 1.84242
14 H 2.90445 -0.41989 1.12666
15 H 2.71506 -2.23276 1.48646
16 H 2.68979 -1.61922 -0.22541
17 H -2.04647 -0.41742 1.57259
18 H -0.99517 -0.16756 2.85868
19 F -1.66840 -3.14427 -0.11894
20 C -0.37291 -2.97773 -0.51938
21 F 0.39656 -3.98201 0.03520
22 C -0.25657 -2.99738 -2.05173
23 F -0.47413 -4.23191 -2.51973
24 F -1.18531 -2.16788 -2.58442
25 F 0.99919 -2.61881 -2.43729

Results
**Multiplicity**: 3
**Calculated total energy**: -2311.14972 a.u.
**Net charge**: -1
**Kohn-Sham gap (spin up / spin down)**: 6.85 / 7.57 eV



Record 2
C6H11ClKO6S as an isolated structure. Source: OMol25; level of theory: ωB97M-V/def2-TZVPD.

Geometry (Å):
1 K 1.58605 1.50006 -0.96369
2 C -0.85374 -0.49648 2.26571
3 C -0.83404 -1.43689 1.09814
4 C -1.85119 -2.56789 1.13357
5 O -0.06001 -1.32328 0.18366
6 H -1.81138 -0.48939 2.77780
7 H -0.58929 0.50206 1.91812
8 H -0.08285 -0.81294 2.96706
9 H -2.30078 -2.68078 2.11683
10 H -1.37811 -3.49992 0.82896
11 H -2.63021 -2.34526 0.40485
12 C -2.30802 2.40072 -0.63689
13 S -0.67372 3.09566 -0.18762
14 O 0.04868 3.20018 -1.45235
15 O -0.92390 4.35695 0.47645
16 O -0.05335 2.08484 0.67456
17 H -2.73031 3.02963 -1.40635
18 H -2.93181 2.39135 0.24609
19 H -2.13820 1.39851 -1.00751
20 Cl 2.02427 -2.52848 -2.47195
21 C 3.31928 -1.80966 -1.55296
22 C 3.24910 -0.26440 -1.64198
23 O 2.66124 0.23763 -2.60351
24 O 3.77953 0.33664 -0.69414
25 H 4.26315 -2.16957 -1.96109
26 H 3.21960 -2.10932 -0.51175

Results
**Calculated total energy**: -2145.13523 a.u.
**Net charge**: -1
**Kohn-Sham gap**: 8.33 eV
**Energy relative to the best compared isomer or geometry (same formula, charge and spin)**: 18.78 kcal per mole



Record 3
C6H11ClN3 as an isolated structure. Source: OMol25; level of theory: ωB97M-V/def2-TZVPD.

Geometry (Å):
1 C 1.78359 -0.82812 -0.28995
2 C -0.08628 0.28049 1.36005
3 C 0.72252 1.56970 0.98981
4 C -0.20473 -0.71371 0.18609
5 C -2.22604 0.61183 -0.67168
6 C -0.93340 -0.10233 -0.91835
7 N 2.07935 0.35775 -0.33534
8 N 1.54167 1.45231 -0.12230
9 N 2.25256 -2.03116 -0.55805
10 Cl -0.57328 -2.35470 0.61162
11 H 0.36212 -0.21474 2.24447
12 H -1.11454 0.78788 1.39016
13 H -0.16757 2.29319 0.91944
14 H 1.30258 1.72339 1.91000
15 H -2.83626 0.92000 -1.64349
16 H -2.07252 1.46272 -0.13613
17 H -3.11991 0.00377 -0.28845
18 H -0.30135 0.70299 -1.36939
19 H -1.11860 -0.82328 -1.79269
20 H 1.51970 -2.70581 -0.86096
21 H 3.19037 -2.39217 -0.62486

Results
**Calculated total energy**: -859.24917 a.u.
**Net charge**: +1
**Kohn-Sham gap (spin up / spin down)**: 7.79 / 7.80 eV
**Energy relative to the best compared isomer or geometry (same formula, charge and spin)**: 110.02 kcal per mole



Record 4
A 2-piece molecular cluster, C6H11ClO4S overall. Source: OMol25; level of theory: ωB97M-V/def2-TZVPD.

Geometry (Å):
1 C 1.02358 1.72591 -1.22104
2 C 0.97135 2.01675 0.20416
3 C 0.95916 0.62510 -0.28931
4 C -2.96317 -1.12389 0.13610
5 C -1.80439 -0.23578 -0.33073
6 C -0.49778 -0.77573 0.10107
7 O 2.12136 -1.65195 0.50427
8 O 2.70075 0.50896 1.61695
9 O -0.10157 -1.89329 -0.50924
10 O -0.36422 -0.69235 1.48426
11 S 2.38315 -0.21066 0.41167
12 Cl 3.99182 -0.07051 -0.90189
13 H 0.14770 1.95588 -1.94155
14 H 1.93151 1.91891 -1.70151
15 H 1.74665 2.30097 0.81593
16 H -0.07968 2.36621 0.53406
17 H -3.89201 -0.69068 -0.11275
18 H -2.78752 -1.31300 1.25984
19 H -2.81304 -2.05565 -0.35490
20 H -1.89601 -0.18781 -1.40724
21 H -1.99878 0.73308 0.07871
22 H 0.77126 -2.12156 -0.13238
23 H 0.44988 -1.12892 1.75551

Results
**Calculated total energy**: -1394.44364 a.u.
**Net charge**: 0
**Kohn-Sham gap**: 9.20 eV
**Energy relative to the best compared isomer or geometry (same formula, charge and spin)**: 33.64 kcal per mole



Record 5
One molecule with the formula C6H11F. Source: OMol25; level of theory: ωB97M-V/def2-TZVPD.

Geometry (Å):
1 C -1.20356 1.69171 1.13318
2 C -0.07433 0.80727 0.56994
3 C 1.14899 0.71595 1.42822
4 C -0.30809 -0.06105 -0.54694
5 C -1.50773 0.05910 -1.55053
6 C 0.80361 -1.00839 -0.98068
7 H -1.76439 0.89662 1.84758
8 H -0.94613 2.72123 1.65254
9 H -1.98291 1.61240 0.33809
10 H 2.05404 0.20941 0.76872
11 H 1.41802 1.75279 1.83851
12 H 0.83905 0.03319 2.36621
13 H -2.32785 -0.76629 -1.11321
14 H -1.06274 -0.44730 -2.60926
15 H -1.88752 1.19370 -1.60648
16 H 1.71049 -0.46998 -1.36975
17 H 0.54020 -1.52919 -1.87773
18 F 1.13959 -2.04824 -0.06159

Results
**Calculated total energy**: -334.95748 a.u.
**Net charge**: 0
**SMILES**: CC(C)=C(C)CF
**Kohn-Sham gap**: 9.34 eV
**Energy relative to the best compared isomer or geometry (same formula, charge and spin)**: 64.90 kcal per mole



Record 6
C6H11F2LuNO2S as an isolated structure. Source: OMol25; level of theory: ωB97M-V/def2-TZVPD.

Geometry (Å):
1 C -0.28160 2.52543 0.49549
2 C -0.69933 2.12247 -0.72570
3 C -0.91305 0.71390 -1.15380
4 N -0.77264 -0.26546 -0.03484
5 C -0.05031 -1.48607 -0.41355
6 C 1.37755 -1.44564 0.07650
7 C 2.02221 -0.06525 0.06979
8 F 1.43583 -1.92365 1.54736
9 S -2.29520 -0.64910 0.62268
10 O -2.01692 -1.38907 1.78969
11 O -3.06320 0.52241 0.57915
12 F -2.78741 -1.63362 -0.46855
13 H 0.09739 3.52598 0.65625
14 H -0.36780 1.89153 1.37185
15 H -0.94725 2.88604 -1.45730
16 H -0.19810 0.46943 -1.94466
17 H -1.89197 0.64681 -1.64062
18 H -0.49789 -2.33880 0.10905
19 H -0.07271 -1.71725 -1.48133
20 H 1.98440 -2.16253 -0.47987
21 H 2.98727 0.03795 0.67700
22 H 1.33852 0.68082 0.50704
23 H 2.32803 0.21485 -0.94061
24 Lu 3.28418 -1.16117 2.23898

Results
**Calculated total energy**: -2272.47327 a.u.
**Net charge**: +3
**Kohn-Sham gap**: 2.76 eV
**Energy relative to the best compared isomer or geometry (same formula, charge and spin)**: 0.00 kcal per mole



Record 7
A 4-piece molecular cluster, C6H11F6O8S2 overall. Source: OMol25; level of theory: ωB97M-V/def2-TZVPD.

Geometry (Å):
1 O 1.41397 -0.89523 1.00935
2 H 0.66059 -1.51044 1.30497
3 H 1.34515 -0.61812 0.03564
4 H 1.37357 -0.02251 1.51081
5 C -2.24528 -4.09441 2.72338
6 F -2.51232 -4.12829 1.42180
7 F -3.40731 -4.20608 3.34588
8 F -1.47765 -5.13699 3.01263
9 S -1.42146 -2.47597 3.21043
10 O -1.04862 -2.61206 4.61538
11 O -0.25669 -2.39908 2.32682
12 O -2.48449 -1.53178 2.96731
13 C 0.00312 3.60181 0.20057
14 F -0.36539 2.91247 -0.90036
15 F 1.28888 3.94951 0.16164
16 F -0.76241 4.69605 0.21742
17 S -0.32027 2.49203 1.70826
18 O -0.35835 3.41446 2.83362
19 O -1.58586 1.81547 1.44054
20 O 0.80854 1.54797 1.63284
21 C 1.30652 1.32967 -2.93664
22 C 0.09843 0.59251 -3.42249
23 C -0.13329 -0.48005 -2.35775
24 O 1.07634 -0.43544 -1.51526
25 C 2.11490 0.31627 -2.14438
26 H 1.03191 2.08502 -2.19509
27 H 1.84147 1.84558 -3.73610
28 H 0.30867 0.07578 -4.36159
29 H -0.81771 1.17566 -3.50438
30 H -0.03593 -1.50351 -2.72487
31 H -0.96579 -0.33958 -1.67291
32 H 2.76435 -0.33253 -2.74265
33 H 2.76239 0.87179 -1.46481

Results
**Calculated total energy**: -2232.81332 a.u.
**Net charge**: -1
**Kohn-Sham gap**: 8.96 eV



Record 8
C6H11F8N6O16S8Sr as an isolated structure. Source: OMol25; level of theory: ωB97M-V/def2-TZVPD.

Geometry (Å):
1 Sr -0.98497 -0.13938 -2.52792
2 C 1.36478 -0.50490 2.63824
3 C 1.01003 -0.70351 4.05880
4 N 1.74658 0.09563 5.04906
5 C 1.97030 1.42024 5.12697
6 C 2.59702 1.84552 6.27264
7 N 2.83047 0.69739 6.96556
8 C 2.22011 -0.35689 6.26629
9 C 3.50435 0.57675 8.20061
10 H 0.61557 -0.92803 1.96911
11 H 2.30208 -0.99699 2.37857
12 H 1.62265 0.52336 2.38468
13 H 1.10245 -1.75901 4.31469
14 H -0.05414 -0.50624 4.18821
15 H 1.61192 2.02853 4.30969
16 H 2.94738 2.82304 6.56944
17 H 2.22984 -1.36694 6.64853
18 H 3.74414 -0.46202 8.42767
19 H 2.85030 0.89802 9.01122
20 H 4.48636 1.04890 8.17175
21 N -2.74251 1.24209 0.29972
22 S -4.25206 0.73452 1.09299
23 O -5.37948 1.68050 1.17740
24 O -4.04951 -0.19529 2.19876
25 F -4.71664 -0.24056 -0.05973
26 S -2.65439 2.50489 1.12026
27 O -2.49383 2.29906 2.60214
28 O -3.34625 3.71824 0.62102
29 F -1.16024 2.89835 0.77393
30 N 2.48935 -0.90400 -2.96982
31 S 3.74421 0.18456 -2.63173
32 O 4.35492 0.83066 -3.76648
33 O 4.46812 -0.11435 -1.37822
34 F 2.69604 1.27717 -2.01642
35 S 3.47490 -2.02456 -3.25361
36 O 3.79838 -2.84024 -2.08223
37 O 4.46168 -1.92345 -4.34672
38 F 2.37536 -2.93940 -3.95858
39 N -1.75279 2.65246 -4.80031
40 S -3.03435 3.41472 -5.17271
41 O -3.99871 2.78232 -6.12150
42 O -3.10528 4.88526 -4.97543
43 F -3.80061 3.09460 -3.81064
44 S -0.89887 3.12387 -6.27800
45 O -0.98332 4.48294 -6.84056
46 O -0.70090 2.00786 -7.19376
47 F 0.55065 3.11569 -5.54274
48 N -2.27114 -3.47193 -3.27327
49 S -2.63789 -4.74562 -2.57024
50 O -1.60096 -5.78400 -2.35470
51 O -4.03780 -5.16203 -2.65682
52 F -2.69470 -4.05676 -1.11991
53 S -2.50975 -4.17708 -4.84678
54 O -3.83583 -4.18947 -5.38639
55 O -1.63576 -5.33446 -5.13283
56 F -1.83716 -3.06024 -5.77014

Results
**Calculated total energy**: -5782.51375 a.u.
**Net charge**: -1
**Kohn-Sham gap**: 6.79 eV
**Energy relative to the best compared isomer or geometry (same formula, charge and spin)**: 194.21 kcal per mole



Record 9
A 2-piece molecular cluster, C6H11FNO4S overall. Source: OMol25; level of theory: ωB97M-V/def2-TZVPD.

Geometry (Å):
1 O -1.65825 -1.00977 0.05560
2 S -1.29751 0.49927 0.17451
3 O -1.01763 1.17278 -1.19533
4 F -2.58304 1.35216 0.92933
5 C 0.29230 0.56817 1.20880
6 C 0.64549 -0.72561 2.17185
7 C -0.41640 -0.36903 3.36900
8 N -0.69329 1.00289 3.40375
9 C 0.11846 1.74353 2.34471
10 H 1.25824 0.94288 0.62681
11 H 1.79433 -0.77911 2.39369
12 H 0.33121 -1.75981 1.70813
13 H -0.94064 -1.08760 4.14229
14 H -1.37250 1.46327 4.07135
15 H 1.15482 1.98108 2.85601
16 H -0.34010 2.69147 1.83069
17 O -0.29627 -1.27515 -5.26619
18 C 0.25922 -1.60998 -4.09285
19 C 0.92242 -0.31179 -3.43024
20 O 1.48708 -0.64867 -2.26190
21 H 1.05701 -2.37314 -4.11604
22 H -0.41239 -2.02623 -3.32155
23 H 0.12068 0.44692 -3.39836
24 H 1.58674 0.11147 -4.20407

Results
**Calculated total energy**: -1088.62235 a.u.
**Net charge**: -1
**Kohn-Sham gap**: 2.17 eV
**Energy relative to the best compared isomer or geometry (same formula, charge and spin)**: 244.83 kcal per mole



Record 10
An isolated ion of composition C6H11FNS and charge +1. Source: OMol25; level of theory: ωB97M-V/def2-TZVPD.

Geometry (Å):
1 F -2.68114 -2.64590 -0.37923
2 C -1.54776 -1.80044 0.15262
3 C -1.04942 -0.82970 -1.08715
4 C 0.57574 -0.68762 -1.22842
5 C 1.20817 0.72297 -0.68831
6 C 1.35184 0.47285 0.93875
7 N 0.47556 1.54882 1.55374
8 C -0.10760 2.57573 0.84279
9 S 0.33312 2.34789 -0.99324
10 H -1.92498 -1.12793 1.05149
11 H -0.66214 -2.52392 0.46689
12 H -1.63004 0.18046 -0.97968
13 H -1.44004 -1.34828 -2.08724
14 H 1.06034 -1.55051 -0.56508
15 H 0.86335 -0.94412 -2.35146
16 H 2.22255 0.80819 -1.30449
17 H 0.91211 -0.51989 1.38336
18 H 2.47351 0.42509 1.32655
19 H 0.32626 1.48147 2.58851
20 H -0.75943 3.41481 1.35958

Results
**Calculated total energy**: -787.63827 a.u.
**Net charge**: +1
**Kohn-Sham gap**: 8.94 eV
**Energy relative to the best compared isomer or geometry (same formula, charge and spin)**: 0.00 kcal per mole